1.
Density functional theory data (ωB97M-V/def2-TZVPD) for a 11-piece molecular cluster, C26H78N4O11 overall in a non-equilibrium geometry.

The value obtained for the HOMO energy is -8.9 eV. As for the relative energy (zero: lowest compared OMol25 entry of this formula, charge and spin): 274.4 kJ/mol. The SMILES is COC[C@H](C)N.COC[C@H](C)N.COC[C@H](C)N.COC[C@H](C)N.CCO.CCO.CCO.CO.CO.CO.CO. The frontier orbital gap comes out at 9.0 eV.

XYZ file:
```
119
C26H78N4O11 (ωB97M-V/def2-TZVPD)
C 16.36 15.71 9.89
O 15.31 14.80 10.01
H 16.55 15.85 8.83
H 16.08 16.65 10.37
H 17.28 15.36 10.37
H 14.55 15.21 9.57
C 15.03 11.52 7.53
O 14.78 11.02 6.21
H 15.10 12.61 7.55
H 14.21 11.33 8.23
H 15.90 11.06 7.98
H 13.85 11.08 6.00
C 13.54 8.68 11.00
O 12.32 9.21 10.67
H 14.16 8.69 10.10
H 13.92 9.33 11.79
H 13.40 7.67 11.37
H 11.85 8.48 10.26
C 12.80 15.37 7.61
O 13.10 15.97 8.90
H 11.82 15.72 7.29
H 13.48 15.68 6.81
H 12.88 14.29 7.66
H 12.78 16.87 8.84
C 13.79 10.86 16.22
C 12.33 11.13 15.92
C 12.07 12.58 15.38
O 12.37 13.64 16.38
C 11.83 14.91 16.04
N 11.88 10.14 14.97
H 13.87 9.81 16.53
H 14.19 11.58 16.94
H 14.35 10.94 15.29
H 11.80 10.98 16.86
H 11.05 12.63 15.00
H 12.75 12.64 14.54
H 10.75 14.79 16.17
H 12.17 15.27 15.07
H 12.20 15.67 16.73
H 12.20 10.45 14.07
H 10.88 10.08 14.87
C 8.25 14.09 13.17
C 8.02 15.61 12.93
C 9.27 16.27 12.23
O 10.32 16.31 13.12
C 11.57 16.62 12.53
N 6.78 15.86 12.16
H 8.43 13.57 12.23
H 7.28 13.67 13.44
H 9.00 13.83 13.91
H 7.79 16.00 13.92
H 8.96 17.28 11.99
H 9.53 15.69 11.33
H 12.26 16.74 13.36
H 11.64 17.50 11.89
H 11.89 15.79 11.89
H 6.93 15.67 11.18
H 6.04 15.22 12.45
C 11.57 8.13 6.53
C 10.40 8.74 7.35
C 9.84 7.78 8.42
O 10.77 7.56 9.44
C 10.36 6.77 10.47
N 10.88 9.93 7.97
H 11.92 8.67 5.65
H 11.38 7.08 6.31
H 12.48 8.12 7.12
H 9.61 9.00 6.64
H 9.54 6.80 8.06
H 8.95 8.21 8.88
H 11.25 6.45 11.02
H 10.00 5.83 10.06
H 9.58 7.15 11.13
H 11.45 9.67 8.75
H 10.13 10.46 8.38
C 9.57 13.79 7.87
C 8.38 12.84 7.80
C 7.91 12.23 9.14
O 8.79 11.23 9.57
C 8.48 10.61 10.81
N 7.25 13.49 7.15
H 9.34 14.71 8.40
H 9.82 14.10 6.86
H 10.42 13.27 8.30
H 8.63 12.04 7.11
H 6.94 11.75 9.02
H 7.83 12.99 9.91
H 7.66 9.90 10.68
H 8.27 11.36 11.58
H 9.28 10.03 11.27
H 6.58 12.75 6.99
H 7.53 13.74 6.21
C 17.08 9.98 10.36
C 16.81 11.45 10.78
O 17.12 12.34 9.78
H 16.61 9.73 9.41
H 16.74 9.26 11.11
H 18.13 9.70 10.26
H 17.43 11.72 11.63
H 15.79 11.63 11.12
H 16.70 13.20 9.88
C 12.78 12.74 10.62
C 11.50 12.78 11.44
O 11.32 11.54 12.17
H 12.93 13.63 10.00
H 12.77 11.78 10.11
H 13.68 12.84 11.23
H 10.65 12.90 10.77
H 11.57 13.60 12.15
H 11.61 10.84 11.57
C 15.01 14.42 13.80
C 16.37 15.08 13.75
O 17.12 14.87 14.96
H 14.50 14.76 14.70
H 14.99 13.33 13.85
H 14.47 14.71 12.89
H 16.32 16.16 13.60
H 16.92 14.63 12.93
H 18.06 14.86 14.78
```

---

2.
Density functional theory data (ωB97M-V/def2-TZVPD) for C37H42N6O3STi as an isolated structure.

The value obtained for the HOMO energy is -19.5 eV. As for the relative energy (zero: lowest compared OMol25 entry of this formula, charge and spin): 0.0 kJ/mol. The frontier orbital gap comes out at 6.4 eV. The total charge is +4.

XYZ file:
```
90
C37H42N6O3STi (ωB97M-V/def2-TZVPD)
Ti -0.14 0.28 0.55
C -0.73 0.29 -2.40
N -1.38 0.88 -1.21
C -2.80 0.43 -1.03
C -2.95 -0.49 0.13
C -4.17 -1.07 0.44
C -4.26 -1.94 1.52
C -3.12 -2.22 2.26
C -1.94 -1.62 1.91
N -1.86 -0.74 0.88
C -1.36 2.36 -1.35
C -1.56 2.96 0.00
C -2.12 4.20 0.20
C -2.28 4.66 1.50
C -1.88 3.85 2.56
C -1.31 2.63 2.28
N -1.14 2.18 1.02
C 0.75 0.54 -2.26
C 1.61 0.49 -3.33
C 2.94 0.87 -3.14
C 3.35 1.29 -1.88
C 2.45 1.25 -0.84
N 1.17 0.85 -1.01
H -1.10 0.75 -3.32
H -0.95 -0.77 -2.43
H -3.15 -0.05 -1.95
H -3.43 1.30 -0.87
H -5.04 -0.84 -0.17
H -5.21 -2.39 1.77
H -3.15 -2.91 3.09
H -1.02 -1.81 2.45
H -2.13 2.68 -2.05
H -0.39 2.67 -1.76
H -2.44 4.79 -0.64
H -2.73 5.63 1.69
H -2.02 4.16 3.58
H -0.99 1.98 3.08
H 1.24 0.22 -4.32
H 3.63 0.88 -3.98
H 4.36 1.64 -1.71
H 2.74 1.53 0.16
O 5.50 -1.91 5.17
C 4.52 -1.29 4.56
O 4.02 -0.28 5.00
C 3.88 -1.82 3.30
C 2.75 -2.62 3.42
C 1.80 -2.62 2.42
C 2.01 -1.86 1.27
C 3.25 -1.26 1.05
C 4.17 -1.22 2.08
N 0.91 -1.74 0.32
C 0.85 -2.78 -0.45
C -0.20 -3.26 -1.34
C 0.07 -4.44 -2.03
C -0.94 -5.01 -2.81
C -2.17 -4.40 -2.82
C -2.35 -3.22 -2.08
N -1.40 -2.65 -1.36
H 5.84 -2.67 4.68
H 2.56 -3.17 4.34
H 0.89 -3.19 2.53
H 3.48 -0.81 0.10
H 5.09 -0.66 1.96
H 1.69 -3.47 -0.38
H 1.04 -4.91 -1.96
H -0.76 -5.92 -3.36
H -3.00 -4.81 -3.39
H -3.32 -2.73 -2.09
C -1.58 0.03 5.07
C -0.27 0.68 5.50
C 0.98 0.03 4.92
S 1.69 0.56 3.35
O 0.53 0.46 2.20
C 1.92 2.32 3.64
C 2.40 3.07 2.41
C 2.60 4.55 2.75
H -2.42 0.51 5.56
H -1.59 -1.02 5.35
H -1.74 0.09 3.99
H -0.17 0.57 6.58
H -0.28 1.76 5.34
H 0.89 -1.05 4.83
H 1.87 0.22 5.53
H 2.69 2.29 4.41
H 1.01 2.74 4.06
H 1.67 2.98 1.60
H 3.35 2.64 2.07
H 1.67 5.00 3.09
H 2.95 5.10 1.88
H 3.34 4.67 3.54
```

---

3.
Density functional theory data (ωB97M-V/def2-TZVPD) for a 2-piece molecular cluster, C3H5N2O overall in a non-equilibrium geometry.

The value obtained for the HOMO energy is -15.5 eV. As for the relative energy (zero: lowest compared OMol25 entry of this formula, charge and spin): 236.9 kJ/mol. The frontier orbital gap comes out at 11.0 eV. The total charge is +1.

XYZ file:
```
11
C3H5N2O (ωB97M-V/def2-TZVPD)
C 0.37 0.29 1.00
C -0.81 0.64 -1.50
C 0.13 -1.04 0.85
N 0.59 1.41 1.31
N 0.05 -0.20 -1.62
O -1.62 1.33 -1.18
H 0.92 -1.39 0.02
H -0.78 -1.29 0.32
H 0.18 -1.59 1.74
H 0.63 2.37 1.52
H 0.35 -0.53 -2.46
```

---

4.
Density functional theory data (ωB97M-V/def2-TZVPD) for the molecule C4H7NO.

The value obtained for the HOMO energy is -8.4 eV. As for the relative energy (zero: lowest compared OMol25 entry of this formula, charge and spin): 112.6 kJ/mol. The SMILES is CN/C=C\C=O. The frontier orbital gap comes out at 9.3 eV.

XYZ file:
```
13
C4H7NO (ωB97M-V/def2-TZVPD)
C -0.03 -1.38 -1.62
C -0.05 -0.45 0.67
C -0.07 0.60 1.57
C 0.08 1.94 1.11
H 0.00 -2.34 -1.06
H -0.95 -1.31 -2.21
H 0.83 -1.35 -2.31
H 0.13 0.66 -0.98
H -0.13 -1.49 1.01
H -0.11 0.40 2.62
H 0.06 2.71 1.90
N 0.06 -0.30 -0.65
O 0.16 2.32 -0.06
```

---

5.
Density functional theory data (ωB97M-V/def2-TZVPD) for C15H26N6O7V as an isolated structure in a non-equilibrium geometry.

As for the expectation value of S²: 3.926. The value obtained for the HOMO energy (spin up / spin down) is -6.1 / -7.2 eV. Its spin multiplicity is 4. The frontier orbital gap (spin up / spin down) comes out at 5.5 / 5.8 eV.

XYZ file:
```
55
C15H26N6O7V (ωB97M-V/def2-TZVPD)
O -0.31 -1.15 -4.28
H -0.99 -1.35 -4.95
V -0.53 0.15 -0.86
N 1.03 -0.90 -1.50
N -1.15 -1.66 -0.30
N 0.28 1.93 -0.98
N -1.73 1.08 0.38
O 2.19 -0.50 -1.82
O 1.46 2.28 -1.61
O -2.73 0.52 1.13
O -2.19 -1.99 0.41
C -0.45 -2.65 -0.94
C 0.71 -2.23 -1.62
C -0.35 2.88 -0.25
C -1.47 2.40 0.52
C 1.64 -3.06 -2.41
H 1.67 -2.75 -3.46
H 1.32 -4.09 -2.39
H 2.65 -2.97 -2.00
C -1.03 -4.01 -0.99
H -2.00 -3.98 -1.50
H -1.20 -4.38 0.02
H -0.38 -4.70 -1.54
C 0.16 4.27 -0.17
C -2.24 3.24 1.46
H 0.85 4.47 -1.00
H 0.70 4.39 0.78
H -0.67 4.99 -0.19
H -2.83 2.63 2.15
H -2.93 3.93 0.93
H -1.56 3.86 2.05
H 1.59 1.56 -2.31
H -2.67 -0.51 0.94
C -1.53 0.16 -2.37
H -0.85 -0.76 -3.50
H -1.58 1.13 -2.88
H -2.50 -0.37 -2.35
O 1.33 1.02 -4.14
H 0.75 0.25 -4.41
H 1.07 1.72 -4.77
N 0.50 -0.96 5.86
C -0.09 -1.01 4.63
O -1.23 -1.43 4.50
C 0.72 -0.52 3.46
C 2.02 -0.01 3.55
C 2.65 0.44 2.39
C 1.96 0.41 1.17
N 0.70 -0.03 1.10
C 0.10 -0.53 2.20
H -0.06 -1.27 6.63
H 1.41 -0.58 6.05
H 2.56 0.00 4.50
H 3.66 0.83 2.40
H 2.45 0.77 0.26
H -0.89 -0.95 2.08
```

---

6.
Density functional theory data (ωB97M-V/def2-TZVPD) for a 2-piece molecular cluster, C9H17N3O2S overall in a non-equilibrium geometry.

The value obtained for the HOMO energy (spin up / spin down) is -8.9 / -8.3 eV. As for the relative energy (zero: lowest compared OMol25 entry of this formula, charge and spin): 931.8 kJ/mol. The frontier orbital gap (spin up / spin down) comes out at 8.5 / 6.4 eV.

XYZ file:
```
32
C9H17N3O2S (ωB97M-V/def2-TZVPD)
C 0.49 -3.37 2.47
C 0.67 -1.13 -1.42
C 0.20 -2.55 1.46
C 1.13 -0.69 -0.11
C -0.04 -4.78 2.80
C -2.53 2.91 -0.95
C 1.18 -0.63 -2.53
C -1.36 3.80 -0.53
C 0.96 -1.34 1.31
N 0.60 2.96 -2.63
N 0.34 -0.11 0.92
N -0.15 3.05 -0.08
O -0.87 0.23 0.82
O 1.95 2.00 -0.67
S 0.66 2.07 -1.32
H 0.94 -2.90 3.26
H -0.20 -1.73 -1.66
H -0.37 -2.91 0.53
H 2.24 -0.41 -0.18
H 0.71 -5.51 2.52
H -0.88 -5.04 2.20
H -0.30 -4.77 3.92
H -2.47 2.86 -2.04
H -2.45 1.95 -0.55
H -3.47 3.34 -0.76
H 0.81 -0.90 -3.46
H 2.01 0.05 -2.44
H -0.95 4.65 -1.12
H -1.70 4.34 0.32
H 1.88 -1.28 1.91
H 1.45 3.46 -2.77
H -0.47 2.39 0.76
```

---

7.
Density functional theory data (ωB97M-V/def2-TZVPD) for the molecule C18H20ClN3O5S2.

The value obtained for the HOMO energy is -8.7 eV. As for the relative energy (zero: lowest compared OMol25 entry of this formula, charge and spin): 0.0 kJ/mol. The SMILES is O=C(NCc1ccccc1Cl)C(=O)NC[C@H]1OCCCN1S(=O)(=O)c1cccs1. The frontier orbital gap comes out at 9.1 eV.

XYZ file:
```
49
C18H20ClN3O5S2 (ωB97M-V/def2-TZVPD)
O 2.36 2.70 -1.00
C 2.20 2.31 0.14
N 3.07 1.60 0.88
H 2.69 1.30 1.77
C 4.10 0.77 0.29
C 3.57 -0.64 0.16
C 3.50 -1.45 1.29
C 2.90 -2.69 1.25
C 2.36 -3.15 0.06
C 2.43 -2.37 -1.08
C 3.03 -1.12 -1.02
Cl 3.03 -0.17 -2.45
H 2.00 -2.71 -2.01
H 1.88 -4.12 0.02
H 2.85 -3.30 2.14
H 3.91 -1.09 2.22
H 4.98 0.79 0.94
H 4.35 1.19 -0.68
C 0.90 2.58 0.90
O 0.75 2.29 2.07
N -0.04 3.11 0.09
H 0.25 3.16 -0.88
C -1.45 2.99 0.39
C -1.82 1.48 0.36
N -1.43 0.91 -0.91
S -0.32 -0.31 -0.86
O -0.08 -0.72 -2.20
O 0.76 0.16 -0.04
C -1.05 -1.64 0.03
C -0.83 -1.98 1.33
C -1.58 -3.11 1.73
C -2.34 -3.60 0.72
S -2.16 -2.70 -0.74
H -3.00 -4.45 0.74
H -1.55 -3.53 2.72
H -0.16 -1.43 1.96
C -2.36 1.03 -2.01
H -2.33 2.06 -2.39
C -3.78 0.67 -1.58
H -3.84 -0.40 -1.35
H -4.49 0.90 -2.37
C -4.10 1.47 -0.31
H -4.12 2.54 -0.55
O -3.15 1.20 0.71
H -5.06 1.18 0.11
H -1.99 0.36 -2.79
H -1.21 0.99 1.13
H -2.02 3.56 -0.34
H -1.64 3.37 1.40
```

---

8.
Density functional theory data (ωB97M-V/def2-TZVPD) for a 8-piece molecular cluster, C21H32Cl2F15NO13S overall in a non-equilibrium geometry.

The value obtained for the HOMO energy is 0.8 eV. As for the relative energy (zero: lowest compared OMol25 entry of this formula, charge and spin): 0.0 kJ/mol. The frontier orbital gap comes out at 2.7 eV. The total charge is -2.

XYZ file:
```
85
C21H32Cl2F15NO13S (ωB97M-V/def2-TZVPD)
N -24.97 6.40 -5.55
H -24.83 5.92 -4.67
H -25.10 5.90 -6.43
H -24.28 7.16 -5.66
H -25.84 6.99 -5.45
C -20.93 9.58 -5.67
F -20.05 8.63 -5.19
F -20.31 10.73 -5.40
F -21.09 9.48 -6.98
S -22.60 9.52 -4.67
O -22.20 9.77 -3.29
O -23.35 10.57 -5.33
O -23.09 8.15 -4.83
O -27.27 10.58 -2.91
C -28.10 9.48 -3.18
C -27.55 8.22 -3.92
O -26.91 8.24 -5.16
H -28.94 9.81 -3.82
H -28.55 9.22 -2.21
H -28.48 7.65 -4.13
H -26.97 7.65 -3.17
C -23.73 4.92 -11.59
C -23.68 5.92 -10.47
O -22.84 5.40 -9.42
C -22.67 6.01 -8.26
O -23.36 6.90 -7.82
C -21.70 5.24 -7.31
F -20.56 5.93 -7.22
F -22.20 5.23 -6.08
F -21.41 3.99 -7.70
H -22.73 4.55 -11.82
H -24.21 5.38 -12.45
H -24.42 4.09 -11.41
H -24.66 6.00 -10.00
H -23.30 6.89 -10.79
C -26.94 8.98 -8.23
C -26.41 8.40 -9.53
O -26.11 9.42 -10.48
C -25.73 9.03 -11.69
O -25.28 7.94 -11.92
C -25.86 10.14 -12.77
F -24.72 10.37 -13.41
F -26.76 9.75 -13.70
F -26.30 11.27 -12.23
H -27.72 9.74 -8.34
H -26.06 9.47 -7.81
H -27.21 8.23 -7.49
H -27.24 7.77 -9.87
H -25.52 7.84 -9.24
C -24.65 1.40 -3.91
C -23.52 2.16 -4.61
O -23.16 1.48 -5.82
C -23.65 1.96 -6.96
O -24.05 3.09 -7.05
C -23.41 0.97 -8.13
F -22.83 -0.18 -7.72
F -24.49 0.66 -8.86
F -22.52 1.52 -8.95
H -24.44 0.34 -3.86
H -25.61 1.57 -4.42
H -24.69 1.75 -2.88
H -22.63 2.10 -3.98
H -23.69 3.24 -4.69
C -22.06 4.61 -1.69
C -23.00 5.63 -1.00
O -24.29 4.97 -0.86
C -25.06 4.91 -1.95
O -24.69 5.22 -3.05
C -26.51 4.47 -1.66
F -26.67 3.19 -2.09
F -26.78 4.51 -0.37
F -27.37 5.25 -2.29
H -21.82 3.76 -1.05
H -21.12 5.03 -2.07
H -22.42 4.27 -2.66
H -23.10 6.56 -1.55
H -22.49 5.74 -0.04
Cl -29.89 6.69 -7.94
C -29.47 6.71 -6.18
C -28.66 5.40 -5.90
Cl -27.44 4.93 -7.09
H -30.45 6.76 -5.72
H -28.74 7.53 -6.12
H -29.46 4.67 -5.78
H -28.19 5.47 -4.92
```

---

9.
Density functional theory data (ωB97M-V/def2-TZVPD) for a 2-piece molecular cluster, C2H5ClN2 overall in a non-equilibrium geometry.

The value obtained for the HOMO energy (spin up / spin down) is -9.1 / -9.1 eV. As for the relative energy (zero: lowest compared OMol25 entry of this formula, charge and spin): 402.4 kJ/mol. The frontier orbital gap (spin up / spin down) comes out at 8.8 / 8.8 eV.

XYZ file:
```
10
C2H5ClN2 (ωB97M-V/def2-TZVPD)
C -0.50 0.01 1.15
C 0.96 0.25 -1.27
N -1.72 0.40 1.00
N 2.09 -0.18 -1.19
Cl 3.83 0.68 -0.79
H 0.38 0.61 1.36
H -0.17 -1.01 0.97
H 0.51 1.23 -1.16
H -1.91 1.41 1.30
H 2.36 -1.11 -1.42
```

---

10.
Density functional theory data (ωB97M-V/def2-TZVPD) for C6H6NO as an isolated structure in a non-equilibrium geometry.

The value obtained for the HOMO energy is -15.0 eV. As for the relative energy (zero: lowest compared OMol25 entry of this formula, charge and spin): 714.7 kJ/mol. The frontier orbital gap comes out at 7.6 eV. The total charge is +1.

XYZ file:
```
14
C6H6NO (ωB97M-V/def2-TZVPD)
C 1.43 -0.21 -0.09
C 0.16 -0.70 0.40
C 1.43 -2.18 -0.13
C 0.36 -2.10 0.65
C -1.06 1.32 -0.42
C -1.10 -0.01 0.25
N 2.07 0.79 -0.39
O 2.93 1.60 -0.50
H -0.25 -2.76 1.07
H 0.03 1.84 -0.25
H -1.84 2.13 -0.14
H -1.04 1.29 -1.47
H -1.60 -0.84 -0.25
H -1.51 -0.16 1.29
```

---

> Which formula does entry 1 have?

C26H78N4O11

---

Repeat the fifth record exactly.
Density functional theory data (ωB97M-V/def2-TZVPD) for C15H26N6O7V as an isolated structure in a non-equilibrium geometry.

As for the expectation value of S²: 3.926. The value obtained for the HOMO energy (spin up / spin down) is -6.1 / -7.2 eV. Its spin multiplicity is 4. The frontier orbital gap (spin up / spin down) comes out at 5.5 / 5.8 eV.

XYZ file:
```
55
C15H26N6O7V (ωB97M-V/def2-TZVPD)
O -0.31 -1.15 -4.28
H -0.99 -1.35 -4.95
V -0.53 0.15 -0.86
N 1.03 -0.90 -1.50
N -1.15 -1.66 -0.30
N 0.28 1.93 -0.98
N -1.73 1.08 0.38
O 2.19 -0.50 -1.82
O 1.46 2.28 -1.61
O -2.73 0.52 1.13
O -2.19 -1.99 0.41
C -0.45 -2.65 -0.94
C 0.71 -2.23 -1.62
C -0.35 2.88 -0.25
C -1.47 2.40 0.52
C 1.64 -3.06 -2.41
H 1.67 -2.75 -3.46
H 1.32 -4.09 -2.39
H 2.65 -2.97 -2.00
C -1.03 -4.01 -0.99
H -2.00 -3.98 -1.50
H -1.20 -4.38 0.02
H -0.38 -4.70 -1.54
C 0.16 4.27 -0.17
C -2.24 3.24 1.46
H 0.85 4.47 -1.00
H 0.70 4.39 0.78
H -0.67 4.99 -0.19
H -2.83 2.63 2.15
H -2.93 3.93 0.93
H -1.56 3.86 2.05
H 1.59 1.56 -2.31
H -2.67 -0.51 0.94
C -1.53 0.16 -2.37
H -0.85 -0.76 -3.50
H -1.58 1.13 -2.88
H -2.50 -0.37 -2.35
O 1.33 1.02 -4.14
H 0.75 0.25 -4.41
H 1.07 1.72 -4.77
N 0.50 -0.96 5.86
C -0.09 -1.01 4.63
O -1.23 -1.43 4.50
C 0.72 -0.52 3.46
C 2.02 -0.01 3.55
C 2.65 0.44 2.39
C 1.96 0.41 1.17
N 0.70 -0.03 1.10
C 0.10 -0.53 2.20
H -0.06 -1.27 6.63
H 1.41 -0.58 6.05
H 2.56 0.00 4.50
H 3.66 0.83 2.40
H 2.45 0.77 0.26
H -0.89 -0.95 2.08
```